{"formula": "C55H129F9N9O27S3", "method": "the ωB97M-V functional and the def2-TZVPD basis", "total_energy_ev": -184753.8647, "gap_ev": 6.89, "e_homo_ev": -13.0, "total_charge": 3, "symbols": ["C", "O", "C", "C", "N", "H", "H", "C", "C", "O", "C", "H", "H", "H", "H", "H", "H", "H", "H", "H", "H", "H", "H", "H", "H", "C", "O", "C", "C", "N", "H", "H", "C", "C", "O", "C", "H", "H", "H", "H", "H", "H", "H", "H", "H", "H", "H", "H", "H", "H", "C", "O", "C", "C", "N", "H", "H", "C", "C", "O", "C", "H", "H", "H", "H", "H", "H", "H", "H", "H", "H", "H", "H", "H", "H", "C", "O", "C", "C", "N", "H", "H", "C", "C", "O", "C", "H", "H", "H", "H", "H", "H", "H", "H", "H", "H", "H", "H", "H", "H", "C", "O", "C", "C", "N", "H", "H", "C", "C", "O", "C", "H", "H", "H", "H", "H", "H", "H", "H", "H", "H", "H", "H", "H", "H", "C", "O", "C", "C", "N", "H", "H", "C", "C", "O", "C", "H", "H", "H", "H", "H", "H", "H", "H", "H", "H", "H", "H", "H", "H", "C", "O", "C", "C", "N", "H", "H", "C", "C", "O", "C", "H", "H", "H", "H", "H", "H", "H", "H", "H", "H", "H", "H", "H", "H", "C", "C", "N", "C", "C", "N", "C", "C", "H", "H", "H", "H", "H", "H", "H", "H", "H", "H", "H", "C", "C", "O", "O", "H", "H", "H", "C", "C", "O", "O", "H", "H", "H", "C", "F", "F", "F", "S", "O", "O", "O", "C", "F", "F", "F", "S", "O", "O", "O", "C", "F", "F", "F", "S", "O", "O", "O"], "positions_angstrom": [[-3.120, 7.438, -0.434], [-2.297, 7.150, 0.658], [-2.225, 8.191, 1.575], [-1.048, 7.795, 2.481], [0.234, 7.538, 1.569], [0.087, 6.757, 0.900], [0.536, 8.339, 1.008], [1.464, 7.136, 2.429], [2.733, 6.837, 1.581], [2.490, 5.631, 0.891], [2.962, 4.474, 1.590], [-3.052, 6.585, -1.106], [-2.799, 8.348, -0.997], [-4.101, 7.541, -0.021], [-3.062, 8.294, 2.233], [-1.963, 9.140, 1.123], [-1.262, 6.826, 2.924], [-0.940, 8.591, 3.199], [1.177, 6.163, 2.866], [1.606, 7.832, 3.213], [3.565, 6.819, 2.280], [2.940, 7.691, 0.950], [2.529, 4.415, 2.580], [4.053, 4.467, 1.727], [2.646, 3.634, 0.986], [-3.673, 4.134, 2.119], [-4.196, 2.882, 1.662], [-4.598, 2.890, 0.310], [-6.099, 3.072, 0.239], [-6.836, 2.030, 0.911], [-6.434, 0.598, 0.619], [-6.445, 1.926, 1.846], [-8.256, 2.323, 0.969], [-9.053, 1.336, 0.115], [-8.583, 1.372, -1.291], [-9.447, 0.629, -2.139], [-2.904, 4.433, 1.414], [-3.290, 4.018, 3.131], [-4.511, 4.848, 2.128], [-4.346, 1.924, -0.177], [-4.162, 3.710, -0.255], [-6.516, 3.155, -0.743], [-6.330, 4.013, 0.769], [-8.407, 3.343, 0.622], [-8.629, 2.398, 2.000], [-10.112, 1.556, 0.115], [-8.894, 0.326, 0.519], [-8.814, 0.272, -2.993], [-10.261, 1.236, -2.557], [-9.890, -0.224, -1.635], [-4.197, 0.010, -2.670], [-3.029, -0.525, -3.196], [-1.994, 0.457, -3.276], [-0.922, -0.095, -4.162], [-0.549, -1.515, -3.715], [0.063, -1.511, -2.908], [-1.406, -2.024, -3.491], [0.199, -2.227, -4.844], [-0.616, -3.520, -5.142], [-1.966, -3.122, -5.078], [-2.779, -3.945, -5.908], [-4.861, -0.847, -2.539], [-4.620, 0.754, -3.342], [-4.049, 0.468, -1.677], [-1.613, 0.717, -2.286], [-2.317, 1.370, -3.779], [0.023, 0.450, -4.227], [-1.346, -0.245, -5.176], [1.229, -2.353, -4.511], [0.295, -1.604, -5.728], [-0.422, -4.292, -4.419], [-0.344, -3.821, -6.157], [-3.805, -3.659, -5.664], [-2.562, -5.009, -5.739], [-2.512, -3.727, -6.968], [-0.380, 4.094, -0.126], [0.099, 5.276, -0.612], [0.145, 5.259, -1.981], [1.265, 6.085, -2.528], [2.576, 5.455, -2.184], [2.704, 5.422, -1.184], [2.543, 4.445, -2.405], [3.788, 5.928, -2.935], [5.071, 5.435, -2.394], [5.065, 4.055, -2.157], [5.540, 3.181, -3.214], [-0.402, 4.155, 0.966], [0.275, 3.231, -0.357], [-1.395, 3.884, -0.459], [-0.755, 5.653, -2.439], [0.249, 4.235, -2.305], [1.319, 7.121, -2.168], [1.172, 6.166, -3.626], [3.790, 7.007, -2.995], [3.686, 5.553, -3.951], [5.235, 5.953, -1.447], [5.892, 5.810, -3.059], [6.625, 3.307, -3.274], [5.064, 3.312, -4.201], [5.287, 2.196, -2.913], [-3.005, -6.026, 2.434], [-2.809, -4.615, 2.017], [-1.737, -4.103, 2.748], [-2.129, -2.782, 3.371], [-2.502, -1.699, 2.326], [-1.801, -1.533, 1.506], [-3.207, -2.047, 1.797], [-2.988, -0.458, 2.955], [-1.945, 0.132, 3.914], [-0.740, 0.118, 3.298], [-0.588, 1.082, 2.272], [-2.186, -6.660, 2.103], [-3.931, -6.303, 1.954], [-3.100, -6.081, 3.485], [-0.991, -3.787, 2.014], [-1.285, -4.856, 3.412], [-1.328, -2.326, 3.948], [-3.008, -2.832, 4.041], [-3.914, -0.738, 3.459], [-3.310, 0.245, 2.182], [-1.955, -0.529, 4.791], [-2.210, 1.161, 4.158], [-1.065, 2.019, 2.676], [-1.119, 0.843, 1.331], [0.439, 1.397, 2.190], [3.328, -4.063, 3.545], [3.086, -3.185, 4.658], [1.791, -3.209, 5.201], [1.866, -2.243, 6.363], [2.801, -1.111, 5.950], [3.115, -0.556, 6.733], [3.696, -1.536, 5.607], [2.307, -0.273, 4.849], [3.496, 0.538, 4.436], [4.090, 1.154, 5.566], [5.261, 1.888, 5.086], [2.436, -4.265, 2.891], [3.473, -5.004, 4.028], [4.168, -3.676, 2.989], [1.619, -4.239, 5.537], [0.972, -2.926, 4.580], [2.306, -2.725, 7.233], [0.905, -1.725, 6.589], [1.484, 0.329, 5.226], [2.001, -0.890, 3.986], [3.281, 1.284, 3.707], [4.220, -0.119, 3.879], [4.949, 2.725, 4.454], [5.985, 1.277, 4.534], [5.759, 2.321, 5.929], [7.148, -1.817, 0.843], [5.739, -1.814, 0.560], [5.536, -2.226, -0.804], [4.107, -2.136, -1.048], [3.522, -0.872, -0.610], [2.476, -0.967, -0.625], [3.759, -0.784, 0.362], [3.749, 0.389, -1.356], [3.132, 1.481, -0.555], [3.389, 1.416, 0.859], [4.770, 1.779, 1.178], [7.692, -1.025, 0.315], [7.672, -2.770, 0.591], [7.364, -1.651, 1.923], [5.913, -3.256, -0.956], [6.117, -1.496, -1.441], [3.536, -2.919, -0.492], [3.872, -2.257, -2.109], [3.216, 0.307, -2.315], [4.833, 0.490, -1.553], [2.052, 1.438, -0.752], [3.450, 2.438, -0.988], [5.099, 2.640, 0.596], [5.506, 0.963, 0.918], [4.792, 1.996, 2.264], [1.917, -8.145, -2.070], [1.524, -6.821, -1.357], [0.072, -6.470, -1.534], [-0.905, -7.438, -1.487], [-2.065, -6.811, -1.510], [-1.807, -5.429, -1.504], [-0.488, -5.295, -1.474], [-2.838, -4.412, -1.577], [1.612, -9.086, -1.588], [3.018, -8.157, -2.091], [1.550, -8.120, -3.084], [2.005, -5.956, -1.793], [1.742, -6.809, -0.270], [-0.667, -8.464, -1.349], [-3.094, -7.107, -1.530], [0.132, -4.419, -1.665], [-2.407, -3.410, -1.411], [-3.508, -4.510, -0.716], [-3.326, -4.357, -2.516], [-7.046, -1.835, -0.474], [-5.775, -1.462, 0.230], [-5.630, -0.119, 0.443], [-4.913, -2.248, 0.530], [-7.761, -2.101, 0.305], [-6.974, -2.721, -1.125], [-7.510, -1.014, -1.024], [1.035, -1.525, 1.490], [0.269, -1.519, 0.183], [0.939, -1.216, -0.894], [-0.964, -1.545, 0.224], [1.320, -0.500, 1.799], [1.962, -2.116, 1.469], [0.426, -1.929, 2.287], [4.397, -4.226, -3.956], [5.457, -4.791, -4.407], [4.433, -4.550, -2.622], [4.586, -2.908, -4.012], [2.670, -4.735, -4.591], [1.921, -4.435, -3.394], [2.302, -3.906, -5.713], [3.117, -6.079, -4.772], [2.484, 1.348, -5.192], [3.814, 1.376, -5.112], [2.136, 1.210, -6.482], [2.014, 0.285, -4.572], [1.850, 2.901, -4.342], [2.131, 2.686, -2.898], [2.698, 3.936, -4.924], [0.431, 2.889, -4.703], [0.856, -7.163, 3.769], [-0.116, -6.270, 4.261], [1.779, -6.334, 3.272], [1.315, -7.791, 4.760], [0.219, -8.233, 2.318], [-0.070, -7.194, 1.382], [1.386, -8.966, 2.018], [-0.906, -8.956, 2.894]], "mulliken_charge": [-0.981, 0.126, -0.719, -0.562, 0.292, -0.137, 0.425, -0.802, -0.764, -0.120, -0.981, 0.186, 0.346, 0.373, 0.445, 0.452, 0.348, 0.437, 0.337, 0.569, 0.389, 0.445, 0.526, 0.418, -0.276, -0.749, -0.101, 1.803, -1.281, 0.128, 0.382, 0.256, -1.070, -0.369, -0.290, -0.891, 0.180, 0.375, 0.270, -1.440, 0.186, 0.495, 0.350, 0.384, 0.399, 0.579, 0.219, 0.219, 0.282, 0.410, -0.497, -0.158, -0.296, -0.535, 2.182, -1.136, 0.358, -0.065, -0.757, -0.282, -0.915, 0.229, 0.410, -0.299, 0.070, 0.510, -0.200, 0.481, -0.085, 0.434, 0.003, 0.696, 0.297, 0.325, 0.349, -0.691, 0.370, -0.593, -1.071, 1.802, 0.084, -1.130, -0.500, -0.769, -0.098, -0.262, 0.175, -0.268, 0.496, 0.094, 0.519, 0.508, 0.582, 0.527, 0.369, 0.358, 0.412, 0.413, 0.350, -0.299, -0.881, -0.133, -0.048, -0.330, 1.771, -0.748, 0.369, -0.618, -1.337, 0.225, -0.619, 0.162, 0.260, 0.457, -0.471, 0.601, 0.015, 0.512, 0.603, 0.344, 0.429, 0.533, 0.681, 0.064, -0.198, -0.676, -0.462, 0.303, -0.855, -0.123, 0.502, 0.475, 0.642, -0.306, -0.509, -0.637, 0.160, 0.396, 0.335, 0.667, -0.443, 0.345, 0.342, 0.284, -0.508, -0.010, 0.357, 0.115, 0.303, 0.389, -1.015, -0.034, -0.854, 0.089, 1.418, -0.961, 0.585, -1.037, 0.873, 0.816, -0.353, 0.372, 0.317, 0.272, 0.713, 0.323, 0.204, -0.188, -0.613, 0.636, -0.291, -0.170, 0.363, -0.200, -0.177, -1.620, 0.793, 0.833, -0.450, -1.126, 0.646, -0.825, -1.032, 0.420, 0.420, 0.420, -0.393, 0.058, 0.546, 0.662, 0.689, -0.068, 0.512, 0.435, -1.589, 0.542, -0.255, -0.409, 0.432, 0.415, 0.270, 0.720, -0.370, -0.664, -1.136, -0.836, 0.780, -0.474, 0.598, -0.247, -0.263, -0.277, 1.126, -0.521, -0.673, -0.660, 0.393, -0.223, -0.284, -0.129, 1.419, -0.902, -0.825, -0.646, 0.554, -0.370, -0.283, -0.208, 1.071, -0.476, -0.654, -0.679]}